121
Properties=species:S:1:pos:R:3:forces:R:3 method="wB97M-V/def2-TZVPD" homo_lumo_gap_ha=0.2380 smiles="C[C@@H](Cl)CN1C(=O)c2ccc(P(C)C)cc2C1=O.CCN(CC)CC.CCN(CC)CC.CCN(CC)CC.CCN(CC)CC" e_tot_ev=-72928.0042 e_lumo_ha=-0.051 largest_force_ev_per_a=9.007 multiplicity=1
C 5.89863 1.95248 1.43198 -0.088 1.295 0.417
C 4.63920 2.95835 1.84933 0.903 -1.363 1.331
Cl 4.63185 4.45546 0.75718 -0.321 -1.285 0.871
C 3.19827 2.18994 1.99026 1.036 0.182 1.170
N 2.56813 1.75681 0.68577 -0.652 -1.226 -0.562
C 1.60679 0.59590 1.01772 -0.827 -3.651 0.183
O 1.77855 -0.72076 0.87767 -0.781 8.780 0.995
C 0.30987 1.42555 1.57936 -2.604 2.194 0.408
C -0.89882 1.03821 2.61584 0.463 4.210 -2.113
C -2.00166 2.25469 2.93408 2.841 0.523 -2.307
C -1.88767 3.77318 2.24609 2.408 -3.417 -1.196
P -3.10341 5.21684 2.62895 1.419 0.784 -0.295
C -3.55494 5.06419 4.48066 0.419 -1.078 0.771
C -4.64130 5.18231 1.49276 -0.707 -0.317 0.144
C -0.66743 4.11715 1.15495 -0.059 -4.585 1.859
C 0.39327 2.90087 0.87059 -2.165 -0.814 1.593
C 1.73088 2.78183 -0.06788 0.710 2.493 -3.301
O 2.08092 3.34225 -1.22830 -2.484 -3.661 7.846
H 6.75268 2.68839 1.04056 -1.842 -1.931 0.700
H 5.59782 1.13918 0.63856 0.620 1.746 1.628
H 6.27948 1.49164 2.44943 -0.796 0.619 -2.204
H 4.91473 3.34743 2.94398 -0.814 -0.679 -2.489
H 2.51650 2.84773 2.67936 0.923 -1.117 -1.500
H 3.41528 1.18857 2.60177 -0.356 2.151 -1.370
H -0.94705 -0.03076 3.09004 0.007 2.395 -0.999
H -2.91820 2.07252 3.67428 2.358 0.304 -1.817
H -2.75082 5.66961 5.11976 -1.882 -1.185 -1.592
H -4.63598 5.46563 4.68535 2.110 -0.924 -0.327
H -3.40328 3.92610 4.77459 -0.782 2.419 -0.246
H -4.36723 4.61996 0.49916 -0.710 0.993 2.042
H -5.50544 4.67433 2.10235 1.350 0.858 -1.663
H -4.91868 6.30943 1.23320 0.660 -2.521 0.677
H -0.54005 5.15020 0.61867 -0.376 -2.233 1.298
C -2.65316 1.38994 -4.82423 0.035 -0.136 -0.024
C -1.54008 0.99664 -3.85282 -0.013 -0.078 -0.209
N -0.70787 -0.12349 -4.30189 0.051 -0.305 0.103
C 0.20237 -0.61642 -3.25982 -0.266 0.013 0.086
C 1.29641 0.33241 -2.77229 0.184 -0.050 0.164
C -0.10452 0.01279 -5.62962 -0.299 0.002 -0.048
C 0.82552 1.20088 -5.85799 0.263 0.168 -0.246
H -3.33213 0.54959 -5.01003 0.170 0.094 -0.021
H -3.24185 2.20837 -4.39751 0.095 -0.098 -0.001
H -2.26022 1.74209 -5.78033 -0.029 -0.040 0.028
H -2.02854 0.71750 -2.91028 0.292 -0.130 -0.049
H -0.93834 1.88769 -3.64083 0.025 0.156 0.074
H 0.66998 -1.54853 -3.59674 -0.113 0.092 -0.187
H -0.40419 -0.90649 -2.39200 -0.117 0.102 -0.133
H 2.11861 0.39611 -3.48456 -0.033 0.131 0.041
H 1.72122 -0.04685 -1.83669 -0.034 -0.001 -0.076
H 0.92167 1.33929 -2.57460 0.039 -0.073 -0.080
H -0.90780 0.05856 -6.37229 -0.070 0.042 0.174
H 0.43584 -0.90837 -5.88194 -0.099 0.029 0.309
H 0.44637 2.12439 -5.41081 0.031 -0.110 -0.011
H 0.93549 1.38167 -6.93341 -0.025 -0.015 0.110
H 1.82562 1.00885 -5.46744 -0.087 0.141 0.044
C 1.71850 -3.82384 -0.55150 -0.119 -0.090 0.106
C 1.31507 -5.26225 -0.87629 -0.091 0.200 0.092
N -0.03111 -5.63256 -0.42950 -0.151 -0.284 0.187
C -0.30326 -7.07028 -0.55724 0.267 0.144 0.194
C -0.33294 -7.66015 -1.96651 -0.117 -0.277 -0.137
C -1.12079 -4.75982 -0.87268 0.180 0.187 0.173
C -1.32557 -4.60337 -2.37677 -0.247 0.155 -0.273
H 1.68388 -3.63679 0.52809 -0.080 0.006 -0.214
H 2.74390 -3.64384 -0.89007 -0.117 -0.059 0.033
H 1.08162 -3.09358 -1.05514 0.024 0.006 0.066
H 2.04399 -5.91414 -0.37770 -0.293 -0.134 -0.060
H 1.44093 -5.41948 -1.95352 0.088 -0.027 -0.153
H -1.24919 -7.30708 -0.05709 0.021 0.233 -0.036
H 0.45954 -7.61027 0.01869 0.034 0.220 -0.041
H -1.26272 -7.42080 -2.48189 0.093 0.040 -0.065
H -0.27926 -8.75258 -1.90849 0.021 0.093 0.011
H 0.50692 -7.32547 -2.57966 -0.072 0.006 0.057
H -0.96479 -3.76501 -0.44265 0.179 -0.098 -0.004
H -2.06407 -5.09617 -0.42404 0.243 -0.205 0.029
H -0.38260 -4.50091 -2.92165 -0.075 -0.015 0.078
H -1.91618 -3.70197 -2.57668 0.090 -0.080 0.006
H -1.88146 -5.44300 -2.79583 0.131 0.039 -0.066
C -7.62895 1.11236 -0.54846 0.031 0.117 0.059
C -8.53585 1.37131 0.65476 0.119 0.129 -0.136
N -8.61278 2.77568 1.06800 0.074 0.192 0.309
C -9.30856 2.96016 2.34835 0.270 -0.207 -0.027
C -10.79209 2.59828 2.40358 -0.242 0.071 0.202
C -8.98158 3.73577 0.02507 0.267 -0.106 -0.106
C -10.33022 3.54052 -0.66177 -0.264 0.158 -0.250
H -6.60136 1.43675 -0.34716 -0.186 0.027 -0.039
H -7.60505 0.03997 -0.76726 -0.027 0.128 0.075
H -7.98607 1.61562 -1.44944 0.043 -0.007 0.040
H -8.13172 0.78040 1.48686 -0.178 0.261 0.073
H -9.52723 0.96051 0.43249 -0.102 -0.124 -0.027
H -9.18699 3.99691 2.68211 0.055 -0.016 -0.232
H -8.78644 2.36046 3.10526 0.050 -0.043 -0.214
H -11.40965 3.36572 1.93769 -0.019 -0.106 -0.048
H -11.11432 2.52835 3.44806 0.051 -0.014 -0.091
H -11.00774 1.63693 1.93175 0.034 0.084 0.014
H -8.20150 3.72954 -0.74326 0.005 -0.165 0.110
H -8.94099 4.75328 0.43396 0.017 -0.236 0.212
H -10.54048 2.49069 -0.88590 0.043 0.095 0.048
H -10.34170 4.08468 -1.61312 0.007 -0.073 0.104
H -11.14833 3.93989 -0.06109 -0.004 -0.145 -0.061
C 9.66958 -0.74168 3.94107 0.017 0.047 -0.125
C 8.63856 -1.39984 3.02397 0.233 0.069 -0.077
N 9.02733 -1.45481 1.61161 -0.139 0.098 -0.269
C 7.93390 -1.88759 0.73152 -0.049 0.271 0.182
C 7.41005 -3.31242 0.90566 -0.177 -0.197 -0.181
C 10.32627 -2.06733 1.32340 0.075 0.258 0.163
C 10.52945 -3.51615 1.75737 0.238 -0.319 -0.020
H 9.87377 0.28995 3.63164 0.014 -0.199 -0.022
H 9.28611 -0.71442 4.96610 -0.002 -0.022 -0.139
H 10.61133 -1.29401 3.96556 -0.030 0.052 -0.015
H 7.71627 -0.81139 3.11330 0.029 -0.169 -0.277
H 8.41285 -2.39638 3.42014 -0.071 -0.104 0.122
H 8.23164 -1.74787 -0.31387 0.185 0.019 0.156
H 7.09179 -1.19833 0.87617 0.164 0.010 0.148
H 8.08246 -4.04427 0.45881 -0.016 -0.027 0.112
H 6.44852 -3.41551 0.39138 0.075 0.039 0.066
H 7.24812 -3.57523 1.95353 0.035 0.027 -0.071
H 11.10782 -1.45743 1.78828 -0.175 0.033 0.078
H 10.53616 -1.99096 0.24902 -0.302 0.073 0.102
H 10.11714 -3.72015 2.74983 0.016 0.043 -0.099
H 11.60118 -3.74210 1.79782 -0.118 0.030 0.007
H 10.08745 -4.21432 1.04546 -0.030 -0.009 0.156